No. 1
This record from the OMol25 dataset describes a cluster of 7 separate species, C6H26BF4NO6 in total in a non-equilibrium geometry. The level of theory is the ωB97M-V functional and the def2-TZVPD basis.

Each line ends with the natural charge from an NBO analysis.
Atoms and positions in Å:
O: 8.28846 16.88882 -12.45057  -0.79
H: 8.22833 17.71674 -11.94173  0.55
H: 8.09878 16.09583 -11.83240  0.56
H: 7.63944 16.86860 -13.17850  0.56
O: 5.08447 14.39651 -11.56745  -0.83
H: 4.78488 15.33879 -11.52120  0.55
H: 4.83399 13.97506 -10.69248  0.57
H: 6.07232 14.40285 -11.63192  0.56
C: 8.32501 15.12335 -8.79395  -0.63
C: 8.54344 14.25921 -10.02157  -0.04
O: 7.77976 14.61373 -11.14261  -1.01
H: 7.28062 15.15610 -8.48329  0.22
H: 8.68851 16.13368 -9.00036  0.18
H: 8.92297 14.77348 -7.94956  0.21
H: 8.45437 13.19530 -9.76292  0.14
H: 9.61688 14.26617 -10.26154  0.13
B: 3.90076 16.80675 -10.18739  1.31
F: 3.73076 17.90784 -9.34149  -0.55
F: 2.76183 16.52042 -10.91760  -0.56
F: 4.98872 17.06530 -11.06362  -0.58
F: 4.17315 15.63560 -9.46471  -0.57
C: 2.48893 12.09668 -9.24286  -0.61
C: 3.82065 11.44549 -9.62932  -0.07
C: 3.90176 10.68197 -10.91768  -0.07
O: 5.10928 9.96149 -11.14685  -0.54
C: 5.00561 9.09225 -12.23101  -0.26
N: 4.87732 12.49792 -9.56788  -0.85
H: 2.37792 12.85302 -10.02485  0.22
H: 2.53558 12.58368 -8.27082  0.22
H: 1.60621 11.45908 -9.23767  0.22
H: 4.01732 10.70426 -8.84378  0.17
H: 3.61609 11.31043 -11.76806  0.17
H: 3.12603 9.91124 -10.83027  0.17
H: 5.75416 8.29330 -12.16822  0.19
H: 5.31131 9.49095 -13.20327  0.18
H: 4.06809 8.53056 -12.22770  0.17
H: 5.78211 12.09612 -9.80298  0.38
H: 4.93698 12.66249 -8.56696  0.37
O: 3.41245 16.74547 -13.38042  -0.98
H: 2.46912 16.66509 -13.54045  0.47
H: 3.47711 17.05336 -12.45740  0.49
O: 7.60044 13.06460 -13.46730  -0.98
H: 8.47889 12.84862 -13.79108  0.46
H: 7.75435 13.51338 -12.61102  0.50

Energy above the lowest of the compared OMol25 structures with the same formula, charge and spin (kJ/mol): 0.00
2S+1: 1
Orbital gap (eV): 8.654
Lowest unoccupied orbital energy (eV): -0.7

---

No. 2
This record from the OMol25 dataset describes a structure of composition C28H58Cl4F12N2O18S4Zn in a non-equilibrium geometry. The level of theory is the ωB97M-V functional and the def2-TZVPD basis.

Each line ends with the Löwdin charge.
Atoms and positions in Å:
Zn: -14.87896 -27.51747 -0.80260  0.71
C: -10.73764 -27.83590 -1.47845  -0.65
F: -11.18882 -27.15447 -2.52243  0.14
F: -10.70293 -29.13405 -1.76733  0.14
F: -9.51352 -27.41550 -1.16882  0.16
S: -11.79450 -27.54434 0.03004  0.63
O: -11.01513 -27.98313 1.12075  -0.23
O: -12.21932 -26.18852 -0.01596  -0.28
N: -13.19753 -28.44185 -0.17841  -0.30
S: -13.07169 -30.00353 0.26056  0.61
O: -14.13795 -30.70206 -0.37685  -0.25
O: -11.77486 -30.57275 0.23454  -0.23
C: -13.54166 -30.05164 2.05849  -0.65
F: -13.00748 -31.12968 2.60656  0.17
F: -13.14911 -28.96853 2.72247  0.14
F: -14.87267 -30.17205 2.16933  0.13
C: -14.32569 -23.54443 -2.17304  -0.67
F: -15.36939 -22.82594 -1.78629  0.14
F: -13.76137 -22.95706 -3.21950  0.16
F: -13.43621 -23.63608 -1.19042  0.14
S: -14.81455 -25.26225 -2.68207  0.65
O: -15.38541 -25.13639 -3.97820  -0.24
O: -13.62310 -26.05394 -2.56927  -0.29
N: -15.76262 -25.84577 -1.44777  -0.30
S: -17.33138 -25.39498 -1.49175  0.63
O: -17.66367 -24.49176 -2.52645  -0.23
O: -18.14078 -26.56108 -1.26957  -0.27
C: -17.54093 -24.44009 0.09688  -0.64
F: -18.52631 -23.56652 -0.05613  0.16
F: -17.80003 -25.25143 1.11446  0.14
F: -16.42355 -23.75726 0.39501  0.12
C: -20.05751 -24.37731 6.48810  -0.11
O: -20.81939 -24.47117 5.31061  -0.17
C: -20.04962 -24.70108 4.16592  -0.23
C: -20.60548 -23.93486 3.00589  -0.22
O: -21.93393 -24.32378 2.74713  -0.19
C: -22.56151 -23.42625 1.86080  -0.10
H: -20.75013 -24.23965 7.31800  0.09
H: -19.37295 -23.52329 6.45194  0.09
H: -19.51083 -25.30571 6.70185  0.09
H: -20.00986 -25.77801 3.94022  0.13
H: -19.01130 -24.35592 4.28337  0.13
H: -20.01848 -24.15073 2.10166  0.11
H: -20.55282 -22.86959 3.27051  0.14
H: -21.93545 -23.24224 0.97683  0.09
H: -22.71369 -22.44138 2.33048  0.09
H: -23.53900 -23.82198 1.60339  0.08
C: -15.30826 -32.62695 -3.70563  -0.08
O: -15.20900 -31.29591 -3.26955  -0.21
C: -14.44210 -30.46639 -4.09244  -0.20
C: -14.04694 -29.21265 -3.33752  -0.15
O: -15.08366 -28.51446 -2.64587  -0.25
C: -16.37196 -28.57882 -3.30433  -0.02
H: -16.08516 -32.73336 -4.47191  0.09
H: -15.42001 -33.26865 -2.83977  0.09
H: -14.38218 -32.93512 -4.22404  0.09
H: -14.90811 -30.21726 -5.05560  0.12
H: -13.51329 -31.00384 -4.33141  0.14
H: -13.66387 -28.52381 -4.09991  0.11
H: -13.20263 -29.43299 -2.69079  0.11
H: -16.63525 -29.62413 -3.46002  0.09
H: -16.31852 -28.05901 -4.26053  0.10
H: -17.10102 -28.17776 -2.60966  0.07
C: -14.42262 -25.68328 1.96093  -0.06
O: -15.14866 -26.69565 1.27220  -0.25
C: -16.02512 -27.42783 2.10399  -0.18
C: -16.93606 -28.31067 1.27776  -0.15
O: -16.23545 -28.83043 0.15058  -0.25
C: -16.91070 -29.93346 -0.42399  -0.06
H: -15.10862 -25.13473 2.61317  0.10
H: -14.12682 -24.94380 1.21763  0.07
H: -13.54453 -26.11606 2.43666  0.10
H: -16.59613 -26.77861 2.77762  0.13
H: -15.43303 -28.03871 2.79936  0.12
H: -17.84716 -27.81058 0.93083  0.11
H: -17.27664 -29.11275 1.94374  0.14
H: -16.29945 -30.30962 -1.23769  0.07
H: -17.88813 -29.63663 -0.81448  0.09
H: -17.04070 -30.70992 0.33040  0.11
C: -20.75523 -28.29053 -0.92707  -0.13
O: -21.02742 -27.11570 -0.23211  -0.16
C: -21.25181 -27.28002 1.15023  -0.21
C: -22.70587 -27.24745 1.52918  -0.22
O: -23.37455 -28.36227 0.98465  -0.18
C: -24.71763 -28.45286 1.43018  -0.10
H: -21.22032 -29.17897 -0.47656  0.09
H: -19.68890 -28.57312 -0.93411  0.05
H: -21.08540 -28.21330 -1.96053  0.10
H: -20.71292 -26.49130 1.68195  0.10
H: -20.79298 -28.21450 1.51540  0.13
H: -23.12037 -26.33274 1.07493  0.13
H: -22.78292 -27.19149 2.62324  0.13
H: -25.20163 -29.22666 0.84188  0.09
H: -25.25301 -27.50806 1.26452  0.09
H: -24.74717 -28.69003 2.49983  0.09
C: -14.97718 -28.09135 -7.17143  -0.12
O: -13.71980 -28.18802 -6.58961  -0.20
C: -13.20779 -26.91824 -6.24238  -0.20
C: -11.87910 -26.97072 -5.51589  -0.20
O: -10.77091 -26.92785 -6.39975  -0.18
C: -10.49977 -28.17286 -7.01518  -0.10
H: -14.92301 -27.82388 -8.23807  0.09
H: -15.60823 -27.35589 -6.65883  0.09
H: -15.46193 -29.07061 -7.16272  0.08
H: -13.95357 -26.36933 -5.65055  0.10
H: -13.01739 -26.27332 -7.11834  0.14
H: -11.81659 -27.89365 -4.92562  0.11
H: -11.77173 -26.09929 -4.87535  0.12
H: -11.41462 -28.56432 -7.46923  0.08
H: -10.04160 -28.90485 -6.34484  0.09
H: -9.80668 -27.96179 -7.83039  0.09
Cl: -14.02326 -20.13514 0.01988  0.53
C: -13.60932 -19.35210 -1.57535  -0.58
C: -12.17510 -18.90496 -1.54887  -0.69
Cl: -11.94000 -17.48422 -0.52378  0.56
H: -14.31326 -18.53549 -1.67309  0.07
H: -13.77304 -20.17027 -2.26785  0.06
H: -11.84016 -18.68186 -2.56301  0.08
H: -11.54787 -19.72318 -1.20033  0.03
Cl: -10.54926 -23.94198 3.53000  0.54
C: -11.91890 -22.88535 3.04506  -0.64
C: -11.94082 -22.68143 1.55538  -0.68
Cl: -10.75539 -21.43291 1.07739  0.57
H: -11.83829 -21.97238 3.62214  0.07
H: -12.79676 -23.44983 3.35035  0.05
H: -12.90239 -22.31150 1.21070  0.01
H: -11.67927 -23.60694 1.05085  0.05

Energy above the lowest of the compared OMol25 structures with the same formula, charge and spin (kJ/mol): 0.00
2S+1: 1
Orbital gap (eV): 9.706
Lowest unoccupied orbital energy (eV): 0.1

---

Look up the energy above the lowest of the compared OMol25 structures with the same formula, charge and spin of the first one.
0.00 kJ/mol